Density functional theory data (wB97M-V/def2-TZVPD) for a structure of composition C6H12AsN2O4S5Tc.

The geometry in ORCA input format:
```
! RIJCOSX wB97M-V def2-TZVPD def2/J DEFGRID3
* xyz 2 1
Tc -0.045 1.169 0.026
N 1.943 0.823 0.709
C 1.939 -0.189 1.809
C 0.625 -0.081 2.580
O 0.547 -0.350 3.747
N -0.427 0.340 1.777
C -1.556 0.939 2.479
C -1.607 2.402 2.067
O -2.104 3.322 2.597
O -0.981 2.510 0.797
H 2.625 0.581 -0.006
H 2.271 1.711 1.092
H 2.775 -0.047 2.490
H 2.015 -1.186 1.380
H -1.454 0.849 3.559
H -2.511 0.495 2.192
S 0.201 3.765 -3.403
As -1.837 3.047 -4.246
S -2.377 2.971 -1.993
S -0.445 2.169 -2.163
S -0.950 0.938 -3.777
C 1.488 -2.706 -1.640
S 0.239 -2.059 -0.539
C -1.187 -2.940 -1.153
O 0.003 -0.603 -1.085
H 1.248 -2.434 -2.667
H 1.501 -3.790 -1.517
H 2.456 -2.303 -1.349
H -1.059 -3.994 -0.903
H -1.276 -2.800 -2.228
H -2.061 -2.549 -0.634
*
```

Results
**Relative energy (zero: lowest compared OMol25 entry of this formula, charge and spin)**: 26.87 kJ/mol
**HOMO (spin up / spin down)**: -14.761 / -14.760 eV
**Total energy**: -4953.16656 hartree
**Kohn-Sham gap (spin up / spin down)**: 6.441 / 6.441 eV